Computed, not measured: C26H43Cl2N2PRuS as an isolated structure, with ωB97M-V/def2-TZVPD.

Computed properties:
F_max = 4.92 eV Å⁻¹
electronic energy = -2880.7969 hartree
2S+1 = 5
frontier orbital gap (alpha / beta) = 6.052 / 6.888 eV
E_HOMO (alpha / beta) = -6.05 / -8.01 eV

Geometry (Å):
P: 2.332773 -2.265432 -1.881481
C: 1.579843 -3.237453 -3.387404
C: 2.544838 -4.047116 -4.274505
C: 1.831126 -4.659706 -5.474456
C: 0.560247 -5.449493 -5.099745
C: -0.342590 -4.698844 -4.106863
C: 0.451973 -4.160407 -2.900760
C: 2.946140 -3.677360 -0.763569
C: 3.545604 -4.893519 -1.480152
C: 4.206719 -5.838970 -0.480400
C: 3.249011 -6.260130 0.641002
C: 2.506984 -5.073128 1.285108
C: 1.863183 -4.123074 0.238143
C: 4.010994 -1.875150 -2.686107
C: 3.825795 -1.028556 -3.953771
C: 5.181908 -0.936314 -4.658611
C: 6.304477 -0.453739 -3.723639
C: 6.400643 -1.277224 -2.425185
C: 5.054558 -1.381313 -1.668886
H: 1.101046 -2.452557 -3.998734
H: 2.980993 -4.856082 -3.675795
H: 3.382917 -3.435225 -4.632464
H: 2.541821 -5.312956 -5.998179
H: 1.574501 -3.864212 -6.188990
H: 0.001660 -5.669306 -6.019895
H: 0.843640 -6.427223 -4.673244
H: -0.843845 -3.859585 -4.615544
H: -1.144273 -5.357448 -3.752682
H: -0.229105 -3.583157 -2.251857
H: 0.875128 -5.006437 -2.332821
H: 3.727497 -3.211689 -0.135942
H: 5.097273 -5.344729 -0.062876
H: 4.299937 -4.597625 -2.224592
H: 2.727642 -5.423146 -1.993928
H: 4.577188 -6.718586 -1.025526
H: 3.824223 -6.800281 1.404885
H: 2.508863 -6.973625 0.246659
H: 1.733986 -5.440395 1.975679
H: 3.213413 -4.489528 1.900033
H: 1.454123 -3.226975 0.741211
H: 1.030846 -4.648449 -0.278826
H: 4.471926 -2.819141 -3.038772
H: 3.123398 -1.517859 -4.644125
H: 3.389538 -0.056524 -3.688910
H: 5.454913 -1.934504 -5.048906
H: 5.117909 -0.262309 -5.510885
H: 6.181297 0.617377 -3.485563
H: 7.264434 -0.524042 -4.248022
H: 7.158879 -0.844295 -1.766483
H: 6.726901 -2.305417 -2.682158
H: 5.191300 -2.135145 -0.866684
H: 4.718875 -0.446642 -1.189073
Ru: 0.778681 -0.863525 -0.489204
Cl: 2.524993 -0.684836 1.149444
Cl: -0.486858 -1.222177 -2.472654
C: -0.468424 -1.105867 0.866799
H: -0.228727 -0.448438 1.744716
C: -1.509823 -2.092588 1.212193
C: -2.182820 -2.027439 2.468890
C: -2.857379 -3.117928 2.992334
C: -2.895072 -4.329617 2.257295
C: -2.364558 -4.390561 0.953626
C: -1.735617 -3.252810 0.419049
H: -2.137454 -1.069737 3.010388
H: -3.341617 -3.065119 3.982353
H: -2.434374 -5.334232 0.375729
H: -1.432548 -3.244462 -0.632192
H: -3.400217 -5.202642 2.700593
N: -0.322225 3.194564 1.347708
C: -0.697992 2.166571 0.558134
N: -2.036661 1.898894 0.588549
S: 0.541854 1.451875 -0.432755
H: -0.994260 3.926189 1.603643
H: 0.664469 3.324955 1.527344
H: -2.420479 1.119628 0.063683
H: -2.651440 2.681964 0.837006

Atoms 1-3, force components in eV/Å:
P 1.92 -2.35 -1.72
C -0.05 0.40 0.59
C 0.26 -0.07 0.32

The Löwdin scheme yields these atomic charges, measured in e: 1.00, -0.45, -0.22, -0.19, -0.20, -0.19, -0.27, -0.44, -0.22, -0.20, -0.20, -0.18, -0.23, -0.45, -0.21, -0.20, -0.20, -0.20, -0.21, 0.06, 0.08, 0.09, 0.11, 0.11, 0.10, 0.11, 0.11, 0.11, 0.01, 0.10, 0.08, 0.12, 0.10, 0.10, 0.11, 0.11, 0.11, 0.11, 0.12, 0.04, 0.10, 0.09, 0.09, 0.12, 0.12, 0.10, 0.12, 0.10, 0.11, 0.12, 0.10, 0.10, 0.52, -0.08, 0.02, -0.38, 0.03, -0.31, -0.08, -0.11, -0.11, -0.09, -0.08, 0.11, 0.10, 0.11, 0.06, 0.10, 0.08, -0.81, 0.12, 0.54, 0.12, 0.10, 0.11, 0.12

Computed, not measured: C26H43EuN3S2 as an isolated structure, with ωB97M-V/def2-TZVPD.

Computed properties:
F_max = 4.29 eV Å⁻¹
electronic energy = -2686.5565 hartree
2S+1 = 7
frontier orbital gap (alpha / beta) = 5.240 / 6.732 eV
E_HOMO (alpha / beta) = -17.22 / -17.22 eV
charge = +3

Geometry (Å):
Eu: 0.672086 0.268202 -2.300246
S: -0.588666 2.825690 -2.951157
S: -0.266554 -2.476017 -2.665789
C: -2.394150 2.782578 -2.685577
C: -0.488692 2.589795 -4.769034
C: -0.992850 1.262692 -5.325962
N: -0.250407 0.101358 -4.797878
C: -0.909559 -1.177843 -5.163043
C: -0.253701 -2.382871 -4.500087
H: 0.569379 2.760031 -5.024984
H: -1.086028 3.406416 -5.190997
H: -0.897331 1.290200 -6.426250
H: -2.053872 1.147218 -5.076052
H: -0.851137 -1.320424 -6.256536
H: -1.967607 -1.109104 -4.883264
H: 0.806833 -2.455241 -4.786324
H: -0.773631 -3.288162 -4.825316
C: -2.062293 -2.443143 -2.312564
H: 0.661170 0.099351 -5.271758
H: -2.570433 -1.572266 -2.743171
H: -2.161886 -2.401362 -1.221070
H: -2.501599 -3.373411 -2.679004
H: -2.555749 2.838175 -1.603763
H: -2.815434 1.845939 -3.059059
H: -2.881012 3.634793 -3.164255
C: 2.608041 0.505012 -3.932588
C: 3.184749 0.836326 -2.741227
H: 2.175423 1.272725 -4.589414
H: 2.654605 -0.522613 -4.321687
H: 3.072199 1.836592 -2.292199
H: 3.896364 0.162599 -2.240538
C: -4.851784 1.077391 3.153041
C: -3.345195 0.950208 3.394033
C: -2.841455 2.275700 3.996410
C: -3.116513 -0.177668 4.410985
C: -2.561294 0.649678 2.103109
C: -3.154612 0.611314 0.840611
C: -2.346862 0.403988 -0.284822
N: -1.023553 0.186085 -0.212292
C: -0.445035 0.104989 1.021517
C: -1.183705 0.418883 2.180297
C: 0.954551 -0.352469 1.067041
C: 1.672059 -0.492915 2.273019
C: 2.987082 -0.962697 2.247246
C: 3.559291 -1.236582 0.997523
C: 2.783696 -1.136461 -0.160539
N: 1.516422 -0.682304 -0.131577
C: 3.830242 -1.199438 3.511922
C: 4.433987 -2.614372 3.448886
C: 4.972663 -0.169028 3.556029
C: 2.995767 -1.074124 4.787144
H: -5.356575 1.290244 4.106527
H: -5.254839 0.138782 2.756791
H: -5.074189 1.893728 2.457568
H: -3.384837 2.503148 4.927105
H: -1.767588 2.230908 4.220064
H: -3.012650 3.099331 3.288853
H: -3.478426 -1.123688 3.991003
H: -2.056768 -0.289251 4.660972
H: -3.674129 0.021566 5.338188
H: -4.223859 0.757043 0.682779
H: -2.777060 0.405925 -1.289057
H: -0.637628 0.474199 3.126881
H: 1.170396 -0.219437 3.197029
H: 4.602638 -1.533438 0.904046
H: 3.180708 -1.399428 -1.146403
H: 5.094633 -2.724691 2.580390
H: 5.022382 -2.817315 4.351341
H: 3.639359 -3.370567 3.384792
H: 4.567929 0.847543 3.641853
H: 5.616571 -0.346488 4.425601
H: 5.592506 -0.226949 2.653004
H: 2.617869 -0.053728 4.905957
H: 2.157325 -1.779282 4.781127
H: 3.622218 -1.301541 5.654797

Atoms 1-3, force components in eV/Å:
Eu -3.43 -1.12 2.32
S -0.17 -0.38 -0.25
S -0.21 0.87 -0.38

The Löwdin scheme yields these atomic charges, measured in e: 1.82, 0.78, 0.79, -0.33, -0.43, -0.25, -0.18, -0.24, -0.44, 0.08, 0.11, 0.15, 0.12, 0.15, 0.12, 0.08, 0.10, -0.33, 0.09, 0.03, 0.05, 0.07, 0.04, 0.03, 0.07, -0.15, -0.10, 0.08, 0.10, 0.10, 0.09, -0.05, -0.56, -0.03, -0.03, -0.11, 0.04, -0.15, -0.02, -0.19, 0.08, -0.18, 0.09, -0.10, 0.03, -0.13, -0.08, -0.56, -0.03, -0.02, -0.05, 0.11, 0.10, 0.09, 0.11, 0.08, 0.10, 0.10, 0.08, 0.11, 0.13, 0.09, 0.12, 0.11, 0.13, 0.10, 0.08, 0.11, 0.10, 0.10, 0.11, 0.09, 0.09, 0.10, 0.11

Computed, not measured: C26H43N3P2Yb as an isolated structure, with ωB97M-V/def2-TZVPD.

Computed properties:
F_max = 3.83 eV Å⁻¹
electronic energy = -3021.8050 hartree
2S+1 = 2
frontier orbital gap (alpha / beta) = 5.494 / 5.399 eV
E_HOMO (alpha / beta) = -9.72 / -9.72 eV
charge = +1

Geometry (Å):
Yb: -0.559129 -1.809391 1.668047
C: -0.716928 -2.464972 3.986471
C: -1.257702 -1.159628 4.006685
C: -2.565296 -2.431815 2.608166
C: -1.551690 -3.267131 3.126109
C: -2.380844 -1.125938 3.157400
C: 0.401022 -2.965570 4.848271
H: 1.135766 -2.190787 5.093623
H: 0.950343 -3.795531 4.402314
H: -0.023973 -3.362171 5.779628
C: -1.316750 -4.679322 2.697264
H: -0.369939 -5.091751 3.048722
H: -1.353077 -4.852423 1.610729
H: -2.070574 -5.289928 3.188861
C: -3.613510 -2.845337 1.615651
H: -4.375076 -3.353474 2.220505
H: -3.247423 -3.549729 0.857808
H: -4.087292 -1.994312 1.114870
C: -3.306587 0.042174 2.931562
H: -4.104771 -0.023973 3.688036
H: -3.790746 0.034902 1.942480
H: -2.819113 1.017335 3.066477
C: -0.803557 -0.039637 4.909659
H: -1.463062 -0.070827 5.788731
H: -0.903696 0.954890 4.458176
H: 0.227111 -0.167032 5.258259
C: 1.751472 -1.690826 0.942590
C: 1.846230 -1.352096 2.235728
C: 2.050778 0.016565 2.770289
C: 1.225240 1.120852 2.039271
C: -0.169637 0.818512 1.605821
C: -0.521294 0.372218 0.397554
C: 0.452958 -0.038088 -0.670851
C: 1.751262 -0.781619 -0.227835
H: 3.135854 0.169972 2.628086
H: 1.774441 1.453120 1.148790
H: 1.881790 0.064763 3.859262
H: 2.545616 -0.075796 0.003351
H: 1.578800 -2.756721 0.659447
H: 1.914708 -2.130465 3.001326
H: 2.106134 -1.399955 -1.069632
H: -0.033768 -0.618789 -1.480380
H: -1.588294 0.291201 0.107454
H: 0.744737 0.924019 -1.139739
H: 1.171131 1.995091 2.712609
H: -0.956722 1.134819 2.305875
P: 1.324881 2.413102 -4.156263
P: -1.212246 3.792892 -5.512919
C: 1.634156 3.648090 -5.535367
C: 0.415103 3.854236 -6.445124
H: 2.479334 3.259861 -6.122651
H: 1.945541 4.601359 -5.080466
H: 0.467860 4.838622 -6.932546
H: 0.385440 3.084047 -7.232211
C: -2.376880 3.829521 -6.936150
H: -3.393750 3.991660 -6.554541
H: -2.359569 2.859937 -7.451438
H: -2.128234 4.625137 -7.651611
C: -1.292970 5.575090 -5.016576
H: -1.142589 6.243500 -5.876704
H: -0.530292 5.783644 -4.254114
H: -2.279555 5.771716 -4.575072
C: 2.484880 1.087915 -4.710415
H: 2.550608 0.320939 -3.926336
H: 3.488448 1.490066 -4.912479
H: 2.094024 0.615274 -5.622542
C: 2.346384 3.174957 -2.826297
H: 1.854866 4.086061 -2.457490
H: 3.354627 3.425828 -3.185311
H: 2.424118 2.465669 -1.989529
N: 1.015276 -3.946098 2.087696
C: 1.815199 -4.767363 2.402395
N: 2.467475 -5.747289 2.915472
C: 1.964902 -6.412584 3.891976
N: 1.508023 -7.001192 4.763095

Atoms 1-3, force components in eV/Å:
Yb 0.84 -1.77 -0.90
C -0.43 -0.77 0.14
C 0.46 0.34 0.24

The Löwdin scheme yields these atomic charges, measured in e: 1.80, -0.29, -0.28, -0.35, -0.33, -0.31, -0.01, 0.08, 0.06, 0.11, -0.05, 0.05, 0.09, 0.11, -0.01, 0.11, 0.08, 0.08, -0.02, 0.11, 0.08, 0.07, 0.00, 0.11, 0.08, 0.07, -0.22, -0.19, -0.13, -0.14, -0.15, -0.18, -0.16, -0.17, 0.15, 0.12, 0.11, 0.12, 0.09, 0.10, 0.13, 0.13, 0.14, 0.12, 0.14, 0.09, 0.78, 0.78, -0.44, -0.45, 0.07, 0.07, 0.07, 0.08, -0.33, 0.03, 0.03, 0.04, -0.32, 0.04, 0.03, 0.03, -0.33, 0.02, 0.04, 0.04, -0.33, 0.03, 0.04, 0.00, 0.00, -0.30, 0.08, -0.45, 0.11